Entry 1:
# C44H52ClF7N4O8S2Ta

A structure of composition C44H52ClF7N4O8S2Ta in a non-equilibrium geometry (wB97M-V/def2-TZVPD, OMol25).

The energy above the lowest of the compared OMol25 structures with the same formula, charge and spin comes out at 1.805 eV. The strongest force on any atom comes out at 0.0717 Eh/bohr. The HOMO energy is -10.9 eV. Its total charge is +1. The value obtained for the HOMO-LUMO gap is 6.61 eV.

Structure (XYZ):
```
119
Properties=species:S:1:pos:R:3:forces:R:3
H -2.760565 3.046748 4.667713 0.0 0.0 -0.1
H 4.240992 3.376658 2.840701 0.0 0.0 0.0
H -1.709787 1.474513 0.351914 0.0 0.1 0.0
H -2.178939 4.677573 -0.830660 0.0 0.0 0.0
C -3.135177 1.241739 3.661230 -0.1 -0.2 -0.1
F 1.461643 -2.048658 -1.919975 -0.4 0.9 -0.5
C 1.827521 3.432994 -1.902286 -0.1 -0.1 0.0
C 1.923015 -0.819576 2.703858 0.1 0.0 0.0
F -5.674450 -1.083320 -1.433766 -0.1 0.1 0.0
H -3.346777 -2.565637 4.348869 0.0 0.0 -0.1
H 1.974506 5.784616 -0.486849 -0.1 0.0 0.0
O -2.478784 0.330805 -1.633880 0.2 0.4 -0.6
C -5.093687 0.101217 -1.445471 0.1 -0.2 0.0
H -1.423174 2.328959 -1.558836 0.1 0.0 0.0
H 1.161034 -2.003951 5.230032 0.0 0.0 0.0
H 5.868993 0.472335 1.421213 -0.1 0.0 0.0
H 2.726902 3.495478 -1.292746 0.0 0.0 0.0
C 1.109313 5.714495 -1.157541 0.0 -0.1 0.0
H 5.779728 2.521106 2.660513 0.0 0.0 0.0
H -1.545680 6.077022 -1.701160 0.0 0.0 0.0
C 1.448276 4.842573 -2.373243 -0.1 0.0 0.0
H -3.432869 -2.224917 -0.758721 0.0 0.0 0.1
C 0.647095 -2.239210 4.297140 0.0 0.0 0.0
F -4.671582 0.395734 -0.210823 -0.1 0.0 0.1
C 1.662245 -3.064195 -1.032054 0.2 -0.2 -0.1
C 2.484016 -4.105291 -1.369122 0.1 -0.1 -0.2
H 2.302858 5.269114 -2.900337 0.0 0.0 0.0
Ta -0.064387 -0.244006 -1.181430 -1.0 0.1 3.5
N 1.056888 1.381664 -0.660843 -0.5 -0.8 -0.7
H -0.336922 -2.637104 4.552917 0.1 0.0 0.0
H -0.345224 2.196105 -2.958155 -0.1 0.1 0.1
C -0.093533 5.116342 -0.419157 0.0 0.1 -0.1
O -1.702829 -0.718141 -4.550810 0.5 -0.5 0.0
H 3.287440 -5.950192 -0.631799 0.0 0.0 0.0
H 5.961322 -1.624951 0.283841 0.0 0.0 0.0
O 0.885054 -1.613710 -4.429045 -0.2 0.3 0.2
F -1.101648 -3.596567 -4.983653 0.1 -0.1 -0.1
H 5.301490 3.734749 1.478125 0.0 0.0 0.0
H 5.051855 -1.707643 -1.234413 0.0 0.0 0.1
H 2.525136 3.047331 1.058095 0.0 0.0 -0.1
C -3.446353 -3.265500 -0.436771 0.0 0.0 0.0
C -2.017397 -5.199697 0.315611 0.0 0.0 0.0
O -3.836986 1.134093 -3.543182 0.0 -0.2 0.1
S -3.610937 0.107747 -2.586567 0.2 0.0 0.6
C -0.805933 -1.911955 1.367924 -0.1 -0.2 -0.1
H 2.712866 -0.772181 3.460549 -0.1 0.0 -0.1
H -4.149722 1.134117 4.033897 0.1 0.0 0.0
C -0.553562 2.771328 -2.061616 0.0 0.0 -0.1
C 0.975338 -2.900965 0.134927 -0.1 0.2 0.4
F -3.257747 -3.412377 -4.998515 0.0 -0.1 -0.1
H 2.154477 -1.664223 2.053816 0.0 0.1 0.0
C -1.758184 -2.860090 1.292461 0.0 0.0 -0.1
C -0.500180 1.605812 2.563376 0.1 -0.1 -0.3
H 0.470634 4.153436 -4.180489 0.0 0.1 0.0
F -5.933080 1.023261 -1.850565 -0.2 0.1 0.0
H 1.970294 0.091226 2.117937 0.1 0.1 -0.1
C 2.363046 1.214427 -0.092455 -0.1 -0.2 0.2
H 0.466676 -0.122244 4.061686 -0.1 0.0 0.1
O 1.100330 0.595833 -5.249942 -0.5 -0.1 0.5
H -1.340690 -3.453738 -0.715969 0.1 0.0 0.0
C 0.666105 2.798857 -1.119063 0.1 0.1 -0.2
C -1.024416 2.445682 3.450854 -0.2 0.1 0.2
H 2.674226 -0.619752 -1.140362 0.0 0.0 -0.1
H 2.966236 -4.121974 -2.339336 0.0 0.0 0.1
C 1.154920 -3.917793 1.075186 0.0 0.0 0.2
H 0.495825 1.760170 2.161394 0.0 0.0 0.1
C -0.705820 -0.976071 2.547630 0.2 0.1 0.0
H 2.059542 2.790716 -2.760292 0.0 0.0 0.0
C 4.887027 0.670769 1.002132 0.1 0.0 0.0
C 4.964253 -1.574263 -0.152249 -0.1 0.1 0.0
O -1.189480 -1.816217 -2.326581 0.2 -0.1 -0.8
C -2.627188 -3.145215 2.455626 0.0 -0.1 -0.1
F -2.251200 -4.227260 -3.253470 0.0 -0.1 -0.3
O 2.480292 -0.149651 -3.488129 -0.4 0.0 -0.2
S -2.064696 -1.658850 -3.540573 -0.4 0.4 0.2
C -2.060531 -3.686573 0.062320 -0.1 -0.1 0.1
C 0.239050 4.776601 -3.309802 0.0 -0.1 0.1
H -4.199618 -3.372072 0.348328 0.0 0.0 -0.1
C 2.989732 2.124088 0.762419 -0.1 0.1 0.2
H 4.379522 -2.411269 0.239604 0.0 0.0 0.0
C 3.054128 0.041539 -0.382791 0.0 0.1 -0.1
C 0.238186 3.698604 0.062427 0.1 0.0 -0.1
H 0.639666 -3.874324 2.023133 0.0 0.0 -0.1
H -3.755362 -3.870587 -1.292745 0.0 0.1 0.1
C 4.928353 2.932573 2.118653 0.0 -0.1 0.0
C 0.584152 -0.987058 3.403234 0.0 -0.2 0.0
Cl 1.217499 -0.267903 -4.143537 1.6 0.2 -0.7
C -2.714067 -2.333065 3.498161 0.0 0.1 0.1
H -0.328298 5.724737 0.456989 0.0 0.0 0.0
C 2.651746 -5.100562 -0.419005 0.0 0.0 0.0
C 4.250324 1.876371 1.283386 0.1 0.0 0.1
O 0.211829 0.287265 -3.051984 0.4 -0.8 -0.9
C -2.598855 0.153890 2.788125 0.1 0.1 0.1
N 0.165140 -1.738059 0.274926 -0.2 0.5 -0.7
C -1.250085 0.414668 2.058872 0.1 0.2 0.0
H -1.656754 -0.779869 4.514431 0.1 0.0 0.0
H -0.644774 3.278980 0.545255 -0.1 -0.1 0.0
C -0.943990 4.180069 -2.542387 0.0 0.0 0.1
H -1.998741 -5.728656 -0.640594 0.0 0.0 0.1
H -0.448952 3.304861 3.780957 0.0 -0.1 0.0
N -1.455149 0.511909 0.564322 0.4 -0.4 -0.2
H -0.014282 5.775883 -3.673631 0.0 0.0 0.0
H 1.001988 3.773023 0.825751 0.0 0.0 0.1
N -3.548481 -1.405348 -3.048580 0.1 0.4 -0.2
C 1.986792 -4.991736 0.798755 0.1 -0.1 0.0
H -1.127356 -5.492791 0.876812 0.0 0.0 0.0
H -3.370705 -0.192427 2.093926 0.0 0.0 0.0
C -2.383273 2.285293 3.995035 0.1 0.1 0.0
C -1.942841 -1.061825 3.500650 -0.2 0.0 -0.2
H -2.898899 -5.544564 0.862437 0.1 0.0 0.0
H -2.293777 -0.022743 0.346832 -0.1 0.0 0.1
H 0.866749 6.729635 -1.485461 0.0 0.0 0.0
C -2.169469 -3.362513 -4.263664 -0.3 0.1 0.6
H -1.806061 4.075125 -3.202901 0.0 0.0 0.0
H 1.217624 -3.036618 3.813361 -0.1 0.1 0.1
C -1.299447 5.069265 -1.354569 0.1 0.0 0.0
H 2.114685 -5.763361 1.549462 0.0 0.1 -0.1
H -3.198526 -4.066516 2.432607 0.0 0.1 0.0
C 4.291296 -0.264187 0.172255 0.1 -0.1 0.1
```
Positions in Å, forces in eV/Å.

Atom charges from the Löwdin analysis, given in e for atoms 1 to 4: number 1, H, carries 0.11; number 2, H, carries 0.08; number 3, H, carries 0.10; number 4, H, carries 0.12

Entry 2:
# C44H52GeN4O2SSiY

A structure of composition C44H52GeN4O2SSiY in a non-equilibrium geometry (wB97M-V/def2-TZVPD, OMol25).

The strongest force on any atom comes out at 0.0634 Eh/bohr. The HOMO energy (alpha / beta) is -12.3 / -12.1 eV. Its total charge is +2. The multiplicity is 2. The value obtained for the HOMO-LUMO gap (alpha / beta) is 6.70 / 4.50 eV.

Structure (XYZ):
```
106
Properties=species:S:1:pos:R:3:forces:R:3
C -0.100300 -2.811400 4.043700 -0.1 0.2 -0.2
H 4.043500 4.639400 -0.231600 0.0 0.1 0.0
H 2.555500 0.988400 -4.167900 0.3 -0.2 0.0
C -2.210800 -0.167800 -5.771000 0.0 0.1 0.0
C 2.951400 -1.496100 -2.140500 -0.6 0.5 0.4
H -3.026400 -4.061000 2.917000 -0.1 0.0 0.0
C -2.219500 -0.718500 -4.501300 -0.1 0.0 0.1
H -6.511000 -4.613300 -2.434100 -0.1 0.0 0.0
H 2.214800 -2.185500 -2.546900 -0.1 0.0 0.0
H 0.735500 -5.804800 0.714600 0.0 -0.1 0.1
C -5.324300 -3.240200 -1.303900 -0.1 0.0 0.1
C -0.015400 -4.276500 -0.577400 -0.1 0.2 0.0
H -0.014700 1.539500 2.237300 -0.1 0.0 -0.2
C -1.104800 -1.383300 -3.996500 0.1 -0.4 0.7
C -1.818800 -2.548700 1.993200 -0.4 -0.1 -0.1
C -0.025800 -3.728500 -1.857900 -0.4 0.5 -0.3
H -2.153600 2.500900 2.947100 0.1 -0.1 0.0
H -4.102800 1.502300 1.777900 0.1 0.0 -0.2
C -4.543300 -4.402200 -3.250800 0.0 -0.1 -0.1
H -2.505800 -2.423500 1.162500 0.1 0.0 -0.1
C 0.760200 -5.381000 -0.278700 0.1 -0.1 0.1
C 5.818100 1.771100 -0.323200 0.2 0.0 0.0
H 0.746200 3.187800 1.032700 -0.1 0.0 0.1
H 2.272100 3.107000 -0.978300 -0.1 0.1 -0.1
C 4.577400 -0.594900 4.943800 0.4 0.2 0.0
H -6.111300 -3.022400 -0.595300 -0.1 0.0 0.0
H 0.923100 -1.954800 -4.438400 0.1 0.0 0.0
H -2.479400 -4.993700 5.120300 0.1 0.0 0.0
H -0.652800 -3.849500 0.191600 0.0 -0.1 0.0
H -3.084000 0.353600 -6.135700 -0.1 0.0 -0.1
H -3.255300 2.669800 0.767700 -0.1 0.0 0.0
C 2.540000 0.633700 2.016900 0.2 0.3 0.0
C -3.521100 1.022900 -1.110300 0.0 -0.1 -0.3
C 0.035000 -0.938000 -6.075500 0.1 0.1 -0.1
N 1.472400 -0.167400 2.005900 -0.3 -0.5 -0.5
H 6.331700 3.796000 0.150800 0.1 0.1 0.0
H 2.206400 -5.829400 -3.291700 0.0 -0.1 -0.1
H 2.567200 1.401700 1.255900 0.1 0.0 0.0
H 4.711500 0.365300 5.465300 0.0 -0.1 -0.1
Y -0.205900 -0.286800 -0.187200 -1.3 1.4 2.6
H 0.567900 -2.898300 4.883200 0.1 0.1 0.1
C -5.551300 -4.128600 -2.340400 -0.1 0.0 0.0
C -1.082300 -0.284200 -6.567000 0.1 0.0 -0.1
H -1.922200 4.119700 -0.042100 0.0 0.0 -0.1
C -4.084800 -2.633900 -1.173800 0.1 0.1 0.0
N -0.718700 -1.795700 1.976600 0.3 0.4 -0.6
C 3.269700 2.728600 -0.791000 -0.1 -0.1 -0.1
H -3.923600 -1.947700 -0.350000 0.0 0.1 0.1
H -2.532200 -3.975400 -3.849200 0.0 -0.1 -0.1
C 1.572200 -5.938300 -1.254000 0.0 0.0 0.1
C 3.534000 1.372700 -1.000100 -0.7 -0.4 -0.2
H -0.742200 -5.371900 5.110300 -0.2 0.0 0.0
H 2.349900 -2.027900 4.678900 -0.1 -0.1 0.0
C -2.008300 1.691800 2.219500 -0.4 0.0 -0.2
C -1.475500 -4.560100 5.190100 0.0 -0.3 -0.1
C -0.943200 3.669700 -0.189400 0.1 -0.3 -0.1
N -0.708800 1.802200 1.537900 0.3 -0.3 0.2
C -3.315300 -3.779100 -3.127700 -0.1 0.0 0.0
H 6.815100 1.394500 -0.153800 0.1 0.0 0.0
H -1.065100 0.131700 -7.563600 0.0 0.0 -0.1
O 4.235100 -1.616400 5.840100 -0.1 -0.2 0.1
C 1.573500 -5.401700 -2.528400 0.1 -0.1 -0.1
H -2.007400 0.740000 2.757800 0.0 0.1 0.1
H 4.414700 1.215000 2.862400 0.1 0.1 0.0
C -1.241900 -3.604200 4.045900 -0.1 0.1 -0.2
H -3.121400 2.283900 -2.797600 0.0 0.1 0.0
C -2.124500 -3.470100 2.980000 0.3 0.1 0.1
C 3.498500 -0.436000 3.914400 -0.2 0.0 -0.2
H 0.921500 -1.028000 -6.683900 0.1 0.0 -0.1
C 0.028000 -1.468500 -4.798800 0.0 -0.1 0.1
H -3.352400 3.192500 -1.306400 0.0 0.0 -0.1
C 1.737500 1.116200 -3.461000 -0.4 -0.2 0.7
C 5.547200 3.118300 -0.148600 0.0 -0.1 0.0
C 0.767200 -4.318900 -2.834400 -0.1 0.1 -0.1
H -0.626700 3.887800 1.909800 0.2 -0.1 -0.1
C -2.920800 2.284100 -1.726200 0.1 -0.2 0.1
C -0.343200 3.165900 1.129100 0.0 0.1 -0.2
Ge -1.206600 -2.135500 -2.143500 -0.5 -0.4 -0.3
H 5.521900 -0.819900 4.423000 -0.1 0.1 0.0
H -3.121800 -0.655100 -3.904400 -0.1 0.0 0.0
C 2.383300 -1.264900 3.920700 0.0 0.1 -0.1
H -0.281900 4.439700 -0.587800 -0.1 0.1 0.1
H 3.358300 -1.956700 -1.242900 0.0 0.0 0.1
H 5.052000 -0.140400 -0.867700 0.1 -0.2 0.0
H 1.588700 2.183600 -3.331200 0.0 0.2 0.2
H -1.999600 -3.436000 6.708800 0.0 -0.1 0.0
C 3.572300 0.544500 2.928400 -0.2 -0.3 0.2
H 3.756800 -1.410700 -2.867900 0.1 0.2 -0.1
H -4.608900 1.176000 -1.027100 0.2 -0.1 -0.1
S -1.105500 2.436600 -1.542200 0.2 -0.2 0.1
C 1.379500 -1.104100 2.967700 0.5 0.2 0.2
C -3.072100 -2.892100 -2.084200 1.0 0.3 -0.2
H -4.711500 -5.101000 -4.056100 -0.1 -0.1 -0.1
H -3.344900 0.176300 -1.784900 -0.1 0.1 0.1
H 0.746600 -3.949100 -3.850100 0.0 0.0 -0.1
C 4.820400 0.904900 -0.733600 -0.2 -0.2 0.0
C 4.262800 3.591700 -0.370700 -0.1 0.2 0.0
O -1.237400 -3.958200 6.434600 0.1 0.2 0.2
C 0.152700 -1.931000 2.994600 -0.2 -0.4 0.2
N -2.918900 0.684000 0.183400 0.1 -0.7 0.1
H 0.841000 0.711200 -3.921400 -0.1 -0.1 0.0
C -3.171600 1.689100 1.228100 0.5 0.0 0.3
Si 2.221000 0.251100 -1.818600 1.9 0.3 -1.6
H -3.342500 -0.191900 0.499000 0.1 0.2 -0.2
H 4.894100 -1.673000 6.540000 0.0 0.0 -0.1
H 2.189900 -6.792200 -1.020500 0.1 -0.1 0.0
```
Positions in Å, forces in eV/Å.

Atom charges from the natural (NBO) analysis, given in e for atoms 1 to 4: number 1, C, carries -0.16; number 2, H, carries 0.23; number 3, H, carries 0.27; number 4, C, carries -0.22